# 1
Density functional theory data (the ωB97M-V functional and the def2-TZVPD basis) for a single C2H5N3O molecule.

Summary:
Calculated total energy in eV: -8668.714
Largest force on an atom in eV/Å: 4.96
LUMO energy in hartree: 0.0251
SMILES string: [H]/N=C/N(O)/C=N/[H]
Relative energy (zero: lowest compared OMol25 entry of this formula, charge and spin) in kJ/mol: 475.54

Each line ends with the Löwdin charge.
Positions of all 11 atoms, in Å:
H (3.015, -0.737, -0.611)  0.07
N (1.990, -0.799, -0.684)  0.09
C (1.267, -0.434, 0.304)  -0.16
N (-0.233, -0.409, 0.034)  -0.16
O (-0.694, -0.438, -1.297)  -0.10
C (-1.132, 0.477, 0.674)  -0.23
N (-2.245, 0.994, 0.070)  0.06
H (-2.938, 1.398, 0.772)  0.05
H (1.552, 0.241, 1.062)  0.10
H (0.079, -0.780, -1.982)  0.18
H (-0.660, 0.486, 1.658)  0.10

# 2
Density functional theory data (the ωB97M-V functional and the def2-TZVPD basis) for a gas-phase ion, C3H10NO (charge +2).

Summary:
Calculated total energy in eV: -6788.927
Largest force on an atom in eV/Å: 1.01
LUMO energy (spin up / spin down) in hartree: -0.2938 / -0.5463
Spin multiplicity: 2
<S²>: 0.75
Net charge: +2
Relative energy (zero: lowest compared OMol25 entry of this formula, charge and spin) in kJ/mol: 295.45

Each line ends with the Löwdin spin population.
Positions of all 15 atoms, in Å:
O (-1.046, 1.184, 2.247)  0.65
C (0.007, 0.769, 1.488)  0.17
C (-0.494, 0.096, 0.212)  0.01
N (0.633, -0.378, -0.690)  0.00
C (0.112, -0.971, -1.968)  0.00
H (-0.785, 1.666, 3.076)  0.00
H (0.597, 0.072, 2.156)  0.09
H (0.743, 1.589, 1.322)  0.06
H (-1.120, -0.777, 0.400)  0.00
H (-1.075, 0.785, -0.365)  0.00
H (1.281, 0.387, -0.902)  0.00
H (1.179, -1.073, -0.181)  0.00
H (-0.514, -0.242, -2.478)  0.00
H (0.958, -1.254, -2.589)  0.00
H (-0.477, -1.853, -1.727)  0.00

# 3
Density functional theory data (the ωB97M-V functional and the def2-TZVPD basis) for a single C6H14N2O molecule.

Summary:
Calculated total energy in eV: -11473.246
Largest force on an atom in eV/Å: 2.76
LUMO energy in hartree: 0.0305
SMILES string: [H]/N=C(\C)CC(C)(C)NO
Relative energy (zero: lowest compared OMol25 entry of this formula, charge and spin) in kJ/mol: 436.49

Each line ends with the Löwdin charge.
Positions of all 23 atoms, in Å:
H (-0.646, -2.637, -2.061)  0.05
N (-0.886, -2.288, -1.132)  0.14
C (0.060, -1.641, -0.592)  -0.44
C (1.418, -1.409, -1.196)  -0.03
C (-0.217, -1.052, 0.775)  -0.11
C (-0.292, 0.478, 0.806)  -0.42
C (-1.469, 1.059, 1.476)  -0.08
C (1.018, 1.176, 1.086)  -0.05
N (-0.895, 1.146, -0.790)  -0.07
O (-0.108, 1.457, -1.953)  -0.11
H (2.209, -1.595, -0.469)  0.08
H (1.491, -0.365, -1.504)  0.06
H (1.569, -2.038, -2.073)  0.08
H (-1.164, -1.478, 1.105)  0.11
H (0.567, -1.374, 1.469)  0.12
H (-2.191, 0.339, 1.846)  0.07
H (-1.933, 1.564, 0.476)  0.12
H (-1.233, 1.857, 2.177)  0.08
H (1.347, 0.937, 2.100)  0.09
H (1.790, 0.867, 0.384)  0.07
H (0.898, 2.256, 1.021)  0.08
H (-1.461, 0.358, -1.114)  0.08
H (0.127, 2.384, -1.839)  0.08

# 4
Density functional theory data (the ωB97M-V functional and the def2-TZVPD basis) for 2 unconnected molecules or ions with the total composition CHCl3S.

Summary:
Calculated total energy in eV: -49451.545
Largest force on an atom in eV/Å: 2.63
LUMO energy (spin up / spin down) in hartree: -0.1803 / -0.1808
Relative energy (zero: lowest compared OMol25 entry of this formula, charge and spin) in kJ/mol: 347.71

Each line ends with the Löwdin charge.
Positions of all 6 atoms, in Å:
C (-0.598, 0.146, -0.277)  -1.57
S (0.566, -0.825, -1.145)  0.74
Cl (-0.388, 0.185, 1.507)  0.50
Cl (-2.252, -0.391, -0.578)  0.56
Cl (3.214, -0.279, 0.900)  -0.18
H (-0.542, 1.163, -0.407)  -0.03

# 5
Density functional theory data (the ωB97M-V functional and the def2-TZVPD basis) for 2 unconnected molecules or ions with the total composition C28H37N6O2.

Summary:
Calculated total energy in eV: -42663.473
Largest force on an atom in eV/Å: 3.36
LUMO energy in hartree: -0.1689
Net charge: +1

Each line ends with the Löwdin charge.
Positions of all 73 atoms, in Å:
C (8.107, 1.342, 2.873)  -0.04
O (7.627, -0.004, 3.123)  -0.06
C (6.289, -0.232, 3.129)  -0.24
C (5.851, -1.577, 3.286)  0.03
C (4.510, -1.894, 3.186)  -0.01
C (3.510, -0.889, 2.998)  -0.20
C (2.101, -1.169, 2.885)  0.05
C (1.161, -0.179, 3.207)  -0.06
C (-0.191, -0.311, 3.506)  0.03
N (-1.048, 0.731, 3.644)  0.06
C (-2.476, 0.473, 3.846)  -0.16
C (-3.077, -0.381, 2.742)  -0.11
C (-4.562, -0.616, 2.905)  -0.26
C (-5.437, -0.259, 1.876)  -0.04
C (-6.816, -0.418, 2.050)  -0.07
C (-7.310, -0.975, 3.238)  -0.07
C (-6.426, -1.367, 4.252)  -0.07
C (-5.046, -1.198, 4.080)  -0.04
C (-3.091, 1.871, 3.868)  -0.36
O (-4.271, 2.170, 4.041)  0.10
N (-2.072, 2.759, 3.665)  -0.04
C (-2.339, 4.178, 3.572)  0.00
C (-0.738, 2.178, 3.513)  -0.45
C (0.167, 2.710, 4.636)  0.02
C (-0.163, 2.540, 2.136)  0.01
C (3.980, 0.455, 2.918)  -0.01
C (5.319, 0.792, 3.021)  0.01
H (9.189, 1.216, 2.812)  0.10
H (7.714, 1.747, 1.926)  0.10
H (7.845, 2.016, 3.703)  0.10
H (6.610, -2.341, 3.461)  0.13
H (4.198, -2.940, 3.274)  0.12
H (1.793, -2.190, 2.629)  0.10
H (1.524, 0.848, 3.260)  0.06
H (-0.640, -1.304, 3.634)  0.15
H (-2.641, -0.001, 4.829)  0.17
H (-2.890, 0.110, 1.772)  0.14
H (-2.562, -1.349, 2.716)  0.08
H (-5.027, 0.184, 0.964)  0.12
H (-7.498, -0.107, 1.255)  0.11
H (-8.386, -1.103, 3.375)  0.11
H (-6.796, -1.807, 5.181)  0.11
H (-4.334, -1.482, 4.861)  0.11
H (-3.417, 4.329, 3.672)  0.10
H (-1.822, 4.734, 4.366)  0.10
H (-2.010, 4.575, 2.602)  0.10
H (-0.383, 2.698, 5.587)  0.11
H (1.081, 2.118, 4.739)  0.08
H (0.437, 3.747, 4.398)  0.10
H (-0.901, 2.316, 1.353)  0.11
H (0.068, 3.612, 2.125)  0.09
H (0.754, 1.983, 1.925)  0.07
H (3.279, 1.271, 2.743)  0.11
H (5.611, 1.845, 2.992)  0.11
N (-3.190, -3.411, 1.414)  0.24
N (-2.072, -3.576, 1.187)  -0.21
N (-0.851, -3.557, 1.001)  0.04
C (-0.331, -4.851, 0.539)  -0.17
C (1.089, -4.616, 0.074)  -0.40
C (1.890, -5.905, -0.123)  -0.13
C (3.354, -5.412, -0.097)  -0.15
C (3.314, -3.989, 0.497)  -0.19
N (1.916, -3.792, 0.918)  -0.04
H (-0.349, -5.623, 1.335)  0.13
H (-0.869, -5.226, -0.356)  0.13
H (0.996, -4.121, -0.915)  0.15
H (1.684, -6.595, 0.706)  0.11
H (1.601, -6.414, -1.048)  0.12
H (3.990, -6.082, 0.481)  0.11
H (3.748, -5.387, -1.117)  0.11
H (3.999, -3.845, 1.341)  0.08
H (3.599, -3.277, -0.301)  0.12
H (1.626, -2.820, 0.925)  0.08

# 6
Density functional theory data (the ωB97M-V functional and the def2-TZVPD basis) for a molecular structure, C25H36N8O2Ti.

Summary:
Calculated total energy in eV: -65637.540
Largest force on an atom in eV/Å: 0.53
LUMO energy (spin up / spin down) in hartree: -0.0824 / -0.0821
Spin multiplicity: 2
<S²>: 0.76
Net charge: +1
Relative energy (zero: lowest compared OMol25 entry of this formula, charge and spin) in kJ/mol: 0.00

Each line ends with the Löwdin spin population.
Positions of all 72 atoms, in Å:
Ti (0.157, 0.097, -0.614)  0.96
C (-4.230, -1.192, 1.069)  0.00
N (-3.973, -1.485, -0.337)  0.00
C (-4.939, -2.268, -1.091)  0.00
C (-2.821, -1.020, -0.878)  0.00
N (-1.984, -0.258, -0.267)  0.01
N (-2.588, -1.442, -2.188)  0.00
C (-1.506, -1.185, -2.996)  0.00
N (-1.617, -1.736, -4.237)  0.00
N (-0.508, -0.460, -2.624)  0.01
H (-5.088, -1.773, 1.394)  0.00
H (-4.455, -0.133, 1.219)  0.00
H (-3.374, -1.462, 1.688)  0.00
H (-5.829, -2.398, -0.485)  0.00
H (-4.563, -3.266, -1.338)  0.00
H (-5.255, -1.755, -2.004)  0.00
H (-2.236, -0.076, 0.700)  0.00
H (-3.305, -2.013, -2.598)  0.00
H (-2.242, -2.507, -4.399)  0.00
H (-0.803, -1.719, -4.827)  0.00
H (0.210, -0.385, -3.338)  0.00
O (-1.138, -0.554, 2.400)  0.00
C (-0.675, 0.004, 3.618)  0.00
C (-0.543, 1.519, 3.531)  0.00
C (0.522, 1.962, 2.498)  0.00
C (-0.034, 2.752, 1.351)  0.01
C (-0.416, 4.082, 1.502)  0.00
C (-0.932, 4.781, 0.427)  0.02
C (-1.063, 4.140, -0.797)  0.00
C (-0.669, 2.823, -0.879)  0.01
N (-0.167, 2.143, 0.164)  0.00
H (-0.369, -0.805, 1.833)  0.00
H (0.289, -0.434, 3.895)  0.00
H (-1.392, -0.259, 4.397)  0.00
H (-0.289, 1.898, 4.522)  0.00
H (-1.519, 1.938, 3.272)  0.00
H (1.017, 1.083, 2.083)  0.00
H (1.283, 2.568, 2.991)  0.00
H (-0.303, 4.559, 2.467)  0.00
H (-1.230, 5.815, 0.539)  0.00
H (-1.458, 4.652, -1.663)  0.00
H (-0.752, 2.264, -1.808)  0.00
C (0.528, -3.517, -0.822)  0.00
C (1.679, -3.331, 0.127)  0.00
C (2.571, -4.361, 0.376)  0.00
C (3.642, -4.193, 1.242)  0.00
C (3.816, -2.966, 1.863)  0.00
C (2.941, -1.910, 1.639)  -0.01
C (3.160, -0.592, 2.327)  0.00
C (1.845, -2.075, 0.760)  -0.01
N (0.986, -1.043, 0.472)  -0.05
H (0.447, -4.558, -1.135)  0.00
H (0.657, -2.896, -1.717)  0.00
H (-0.411, -3.208, -0.355)  0.00
H (2.424, -5.318, -0.114)  0.00
H (4.328, -5.007, 1.432)  0.00
H (4.648, -2.822, 2.544)  0.00
H (4.171, -0.531, 2.733)  0.00
H (2.463, -0.450, 3.158)  0.00
H (3.007, 0.240, 1.637)  0.00
O (1.821, 0.718, -1.874)  0.02
N (3.001, 0.787, -1.270)  0.00
C (3.454, 1.979, -0.841)  0.00
C (4.691, 2.080, -0.250)  0.00
C (5.473, 0.943, -0.093)  0.00
C (4.978, -0.272, -0.537)  0.00
C (3.733, -0.328, -1.126)  0.00
H (2.779, 2.804, -1.011)  0.00
H (5.038, 3.047, 0.084)  0.00
H (6.447, 1.004, 0.372)  0.00
H (5.537, -1.188, -0.417)  0.00
H (3.263, -1.234, -1.478)  0.00

The highest calculated total energy belongs to which entry?
C3H10NO